The following is a DFT calculation (ωB97M-V/def2-TZVPD) of C44H52IrN5O2P2 as an isolated structure at a distorted geometry.

```
106
Properties=species:S:1:pos:R:3:lowdin_charge:R:1
Ir -0.2065 -0.3684 0.0007 1.193
O 3.5308 -1.6724 -0.3869 0.131
C 2.3448 -1.8579 -0.3035 -0.443
N 1.4894 -1.2113 0.6125 -0.083
C 1.9062 -1.2341 1.9190 -0.215
C 2.9971 -1.9828 2.4309 -0.002
C 3.2212 -1.9879 3.7759 -0.060
C 2.3909 -1.2505 4.6563 -0.058
C 1.3284 -0.5340 4.1898 -0.008
C 1.0713 -0.5198 2.7911 -0.260
N 0.1469 0.1933 2.1052 0.008
C -0.5797 1.1844 2.8028 -0.398
O -1.0263 1.0809 3.9185 0.106
C -0.6267 2.4892 2.0506 -0.208
C -0.9169 3.6682 2.7183 0.013
C -0.8861 4.8479 1.9929 -0.037
C -0.6006 4.7878 0.6374 -0.031
C -0.3375 3.5521 0.0610 -0.121
N -0.3197 2.4227 0.7641 0.091
C 1.6445 -2.9019 -1.1164 -0.234
C 2.3320 -3.9937 -1.6131 0.014
C 1.5998 -4.9813 -2.2533 -0.025
C 0.2319 -4.8081 -2.4000 -0.018
C -0.3588 -3.6605 -1.8877 -0.142
N 0.3296 -2.7355 -1.2252 0.069
H 3.6416 -2.5354 1.7654 0.110
H 4.0436 -2.5645 4.1778 0.110
H 2.6040 -1.2594 5.7173 0.111
H 0.6885 0.0187 4.8583 0.108
H -1.1577 3.6367 3.7723 0.126
H -1.0880 5.7965 2.4734 0.115
H -0.5723 5.6816 0.0282 0.111
H -0.1408 3.4698 -1.0020 0.104
H 3.4052 -4.0465 -1.4901 0.133
H 2.0892 -5.8644 -2.6424 0.121
H -0.3770 -5.5458 -2.9050 0.119
H -1.4124 -3.4786 -2.0121 0.077
C -1.3607 -2.4328 3.3301 -0.089
C -2.3278 -2.7364 2.1840 -0.488
C -3.7608 -3.0108 2.6690 -0.075
P -2.2223 -1.4577 0.8653 1.077
C -3.3282 -2.0484 -0.5102 -0.486
C -4.7459 -1.4768 -0.4404 -0.077
C -3.4198 -3.5837 -0.6029 -0.119
C -2.9848 0.0598 1.4576 -0.313
C -3.5999 0.3442 2.6700 -0.043
C -4.1393 1.6010 2.9133 -0.261
C -4.7638 1.9162 4.2478 -0.034
C -4.0405 2.5510 1.9014 -0.014
C -3.3816 2.2949 0.7052 -0.030
C -2.8113 1.0448 0.4886 -0.350
N -1.9482 0.6644 -0.5733 -0.190
C -2.0538 1.3350 -1.7789 -0.331
C -3.2633 1.9034 -2.2445 -0.018
C -3.3026 2.5946 -3.4303 -0.018
C -2.1619 2.7735 -4.2327 -0.268
C -2.2295 3.5542 -5.5193 -0.044
C -1.0089 2.1498 -3.8207 -0.053
C -0.9498 1.4206 -2.6155 -0.331
P 0.3550 0.2805 -2.1976 1.008
C 0.3954 -0.6214 -3.8343 -0.480
C 1.5322 -1.6029 -4.1073 -0.073
C -0.9590 -1.2461 -4.1875 -0.077
C 2.0535 1.0319 -2.1806 -0.511
C 2.3351 1.9666 -3.3564 -0.097
C 2.4820 1.7129 -0.8755 -0.110
H -1.4718 -3.1942 4.1041 0.093
H -1.5357 -1.4565 3.7864 0.070
H -0.3286 -2.4584 2.9857 0.065
H -1.9627 -3.6444 1.6956 0.102
H -4.3266 -2.1126 2.8951 0.060
H -3.6993 -3.6034 3.5837 0.091
H -4.3386 -3.5845 1.9499 0.059
H -2.8488 -1.6507 -1.4073 0.082
H -5.2405 -1.7401 0.4961 0.082
H -5.3305 -1.8982 -1.2614 0.092
H -4.7631 -0.3934 -0.5349 0.067
H -4.1771 -3.9689 0.0769 0.067
H -2.4949 -4.1093 -0.3765 0.053
H -3.7289 -3.8661 -1.6119 0.092
H -3.6468 -0.3961 3.4566 0.108
H -5.5359 1.1900 4.5080 0.083
H -5.2199 2.9055 4.2466 0.078
H -4.0114 1.8912 5.0394 0.085
H -4.4490 3.5417 2.0678 0.121
H -3.2624 3.0877 -0.0194 0.114
H -4.1704 1.7741 -1.6718 0.109
H -4.2496 3.0099 -3.7600 0.123
H -2.6416 4.5514 -5.3572 0.083
H -2.8717 3.0561 -6.2487 0.085
H -1.2412 3.6667 -5.9646 0.077
H -0.1333 2.2203 -4.4545 0.099
H 0.5441 0.2293 -4.4995 0.082
H 1.5457 -2.4315 -3.4098 0.038
H 2.5137 -1.1265 -4.0917 0.082
H 1.3964 -2.0267 -5.1050 0.095
H -1.0455 -2.2519 -3.7817 0.051
H -1.0441 -1.3281 -5.2725 0.093
H -1.8057 -0.6536 -3.8380 0.071
H 2.6757 0.1349 -2.2867 0.087
H 1.7087 2.8583 -3.3024 0.077
H 2.1943 1.4972 -4.3310 0.071
H 3.3759 2.2919 -3.3044 0.092
H 2.1508 2.7512 -0.8510 0.067
H 3.5718 1.7111 -0.8173 0.092
H 2.1072 1.2220 0.0194 0.031
```

F_max ... 0.041 hartree/bohr
Charge ... +1
DFT total energy ... -2919.000045 hartree
Spin multiplicity ... 2
⟨S²⟩ ... 0.765
Highest occupied orbital energy (spin up / spin down) ... -9.27 / -9.26 eV
Energy relative to the best compared isomer or geometry (same formula, charge and spin) ... 90.1 kcal per mole